ORCA calculation (ωB97M-V with the def2-TZVPD basis set) on a molecular structure, C30H35N6SeSi2Tl.

* max |F|: 1.15 eV/A
* multiplicity: 1
* calculated total energy: -4645.64724 a.u.
* energy relative to the best compared isomer or geometry (same formula, charge and spin): 0.000 eV
* HOMO energy (alpha / beta): -0.2654 / -0.2653 Eh

Atoms and positions in Å:
Tl: -0.55 0.52 0.19
C: 1.77 5.70 -1.26
C: 1.65 4.48 -1.92
C: 1.42 3.32 -1.20
C: 1.32 3.35 0.19
C: 1.42 4.58 0.84
C: 1.65 5.74 0.12
N: 1.02 2.18 0.90
C: 1.70 1.79 1.95
C: 2.99 2.31 2.32
C: 3.64 1.86 3.42
C: 3.08 0.87 4.29
C: 1.86 0.35 3.99
C: 1.16 0.77 2.83
N: -0.06 0.34 2.51
N: -0.77 -0.38 3.29
C: -2.07 -0.55 2.84
C: -2.94 -1.30 3.64
C: -4.27 -1.37 3.28
C: -4.72 -0.68 2.15
C: -3.78 -0.01 1.39
N: -2.49 0.04 1.72
H: 1.95 6.60 -1.82
H: 1.73 4.44 -3.00
H: 1.31 2.37 -1.72
H: 1.29 4.62 1.92
H: 1.72 6.69 0.64
H: 3.45 3.05 1.67
H: 4.63 2.25 3.66
H: 3.62 0.54 5.16
H: 1.39 -0.41 4.60
H: -2.55 -1.79 4.52
H: -4.97 -1.94 3.88
H: -5.76 -0.68 1.87
H: -4.06 0.53 0.49
C: -1.53 -2.69 -3.75
Si: -1.46 -1.17 -2.63
C: -0.85 0.31 -3.63
C: -3.19 -0.87 -1.95
C: -0.27 -1.37 -1.17
C: 1.16 -1.12 -1.49
C: 1.88 -1.80 -2.48
C: 3.22 -1.52 -2.67
C: 3.84 -0.58 -1.86
C: 3.07 0.07 -0.91
N: 1.78 -0.19 -0.75
Si: -0.34 -2.94 -0.08
C: 0.16 -4.46 -1.08
C: 0.93 -2.79 1.31
C: -2.08 -3.23 0.60
H: -2.21 -2.50 -4.58
H: -1.90 -3.57 -3.22
H: -0.56 -2.95 -4.19
H: -1.49 0.50 -4.50
H: 0.17 0.16 -3.99
H: -0.87 1.21 -3.01
H: -3.94 -0.92 -2.74
H: -3.25 0.13 -1.51
H: -3.46 -1.60 -1.18
H: 1.37 -2.53 -3.09
H: 3.77 -2.03 -3.44
H: 4.89 -0.34 -1.96
H: 3.48 0.83 -0.26
H: 1.13 -4.33 -1.55
H: -0.57 -4.70 -1.86
H: 0.23 -5.32 -0.41
H: 1.93 -2.68 0.90
H: 0.92 -3.68 1.94
H: 0.74 -1.93 1.96
H: -2.72 -3.68 -0.16
H: -2.56 -2.32 0.95
H: -2.03 -3.93 1.44
Se: -2.41 4.95 -0.87
C: -2.02 3.27 -0.76
N: -1.77 2.12 -0.72